[1]
Entry from the Open Molecules 2025 dataset: a cluster of 9 separate species, C28H79N5O9 in total at a distorted geometry (ωB97M-V/def2-TZVPD).

The calculation puts the calculated total energy at -56190.2048 eV. For the LUMO energy, the calculation gives 0.444 eV. Its SMILES is COC[C@H](C)N.COC[C@H](C)N.COC[C@H](C)N.COC[C@H](C)N.COC[C@H](C)N.CCO.CCO.CCO.CCO. Its relative energy (zero: lowest compared OMol25 entry of this formula, charge and spin) is 2.508 eV. The calculation puts the highest occupied orbital energy at -8.6 eV.

Bonds (Å) are listed after each position.
Element x y z (Å)
1 C 4.10 0.09 -2.29  O2 1.393, H7 1.112, H8 1.112, H9 1.065
2 O 3.63 0.01 -0.98  C1 1.393, C3 1.411
3 C 4.24 -0.93 -0.12  O2 1.411, C4 1.507, H10 1.114, H11 1.132
4 C 3.55 -0.98 1.21  C3 1.507, C5 1.512, N6 1.489, H12 1.099
5 C 3.27 0.33 1.92  C4 1.512, H13 1.083, H14 1.034, H15 1.079
6 N 4.31 -1.89 2.11  C4 1.489, H16 1.024, H17 1.032
7 H 3.33 0.73 -2.78  C1 1.112
8 H 4.14 -0.90 -2.80  C1 1.112
9 H 5.08 0.50 -2.32  C1 1.065
10 H 4.27 -1.97 -0.52  C3 1.114
11 H 5.32 -0.62 0.06  C3 1.132
12 H 2.56 -1.41 1.01  C4 1.099
13 H 4.18 0.80 2.28  C5 1.083
14 H 2.59 0.11 2.67  C5 1.034
15 H 2.83 1.05 1.26  C5 1.079
16 H 4.33 -2.84 1.70  N6 1.024
17 H 3.81 -2.00 3.01  N6 1.032
18 C 2.83 -1.33 5.61  O19 1.353, H24 1.165, H25 1.064, H26 1.103
19 O 1.79 -1.29 4.75  C18 1.353, C20 1.428
20 C 0.50 -1.29 5.37  O19 1.428, C21 1.522, H27 1.097, H28 1.114
21 C -0.58 -1.44 4.30  C20 1.522, C22 1.594, N23 1.447, H29 1.053
22 C -0.82 -0.05 3.55  C21 1.594, H30 1.094, H31 1.082, H32 1.081
23 N -1.82 -1.92 4.87  C21 1.447, H33 1.029, H34 1.015
24 H 2.94 -0.35 6.23  C18 1.165
25 H 3.75 -1.45 5.08  C18 1.064
26 H 2.77 -2.18 6.31  C18 1.103
27 H 0.61 -2.16 6.03  C20 1.097
28 H 0.32 -0.36 5.94  C20 1.114
29 H -0.14 -2.09 3.59  C21 1.053
30 H -1.50 -0.20 2.71  C22 1.094
31 H 0.17 0.25 3.25  C22 1.082
32 H -1.24 0.60 4.30  C22 1.081
33 H -2.26 -1.19 5.43  N23 1.029
34 H -1.72 -2.73 5.47  N23 1.015
35 C 1.41 -2.85 -1.32  O36 1.433, H41 1.079, H42 1.089, H43 1.113
36 O 1.10 -3.85 -2.29  C35 1.433, C37 1.404
37 C -0.06 -4.52 -1.87  O36 1.404, C38 1.551, H44 1.101, H45 1.065
38 C -0.48 -5.66 -2.84  C37 1.551, C39 1.551, N40 1.462, H46 1.119
39 C -0.42 -5.31 -4.35  C38 1.551, H47 1.068, H48 1.090, H49 1.088
40 N -1.81 -6.08 -2.42  C38 1.462, H50 1.002, H51 1.028
41 H 2.31 -2.36 -1.67  C35 1.079
42 H 1.64 -3.39 -0.41  C35 1.089
43 H 0.55 -2.18 -1.09  C35 1.113
44 H 0.08 -4.87 -0.84  C37 1.101
45 H -0.85 -3.82 -1.73  C37 1.065
46 H 0.27 -6.47 -2.65  C38 1.119
47 H 0.60 -5.16 -4.61  C39 1.068
48 H -0.95 -4.38 -4.59  C39 1.090
49 H -0.89 -6.17 -4.82  C39 1.088
50 H -1.96 -6.41 -1.48  N40 1.002
51 H -2.53 -5.34 -2.47  N40 1.028
52 C 0.44 2.72 5.96  O53 1.377, H58 1.076, H59 1.073, H60 1.096
53 O -0.84 3.02 5.53  C52 1.377, C54 1.445
54 C -0.85 3.39 4.13  O53 1.445, C55 1.576, H61 1.071, H62 1.053
55 C -2.21 4.05 3.71  C54 1.576, C56 1.522, N57 1.515, H63 1.078
56 C -3.36 3.10 4.02  C55 1.522, H64 1.140, H65 1.106, H66 1.073
57 N -2.16 4.42 2.24  C55 1.515, H67 1.022, H68 1.073
58 H 0.89 1.94 5.39  C52 1.076
59 H 0.40 2.39 6.98  C52 1.073
60 H 1.11 3.57 5.78  C52 1.096
61 H -0.04 4.08 3.96  C54 1.071
62 H -0.68 2.54 3.53  C54 1.053
63 H -2.34 4.94 4.30  C55 1.078
64 H -3.11 2.58 5.01  C56 1.140
65 H -3.49 2.28 3.29  C56 1.106
66 H -4.28 3.64 4.02  C56 1.073
67 H -1.33 5.00 2.12  N57 1.022
68 H -1.95 3.51 1.72  N57 1.073
69 C -4.35 -3.22 -3.57  O70 1.376, H75 1.093, H76 1.092, H77 1.096
70 O -3.64 -3.28 -2.39  C69 1.376, C71 1.424
71 C -3.91 -2.02 -1.77  O70 1.424, C72 1.564, H78 1.131, H79 1.107
72 C -3.66 -2.07 -0.22  C71 1.564, C73 1.514, N74 1.473, H80 1.099
73 C -4.12 -0.76 0.39  C72 1.514, H81 1.104, H82 1.091, H83 1.083
74 N -2.25 -2.30 0.13  C72 1.473, H84 1.046, H85 1.020
75 H -5.42 -3.25 -3.39  C69 1.093
76 H -4.16 -4.13 -4.15  C69 1.092
77 H -4.13 -2.32 -4.15  C69 1.096
78 H -3.21 -1.28 -2.26  C71 1.131
79 H -4.99 -1.80 -1.88  C71 1.107
80 H -4.33 -2.86 0.14  C72 1.099
81 H -5.17 -0.53 0.16  C73 1.104
82 H -3.57 0.12 0.05  C73 1.091
83 H -4.02 -0.85 1.46  C73 1.083
84 H -2.17 -2.78 1.06  N74 1.046
85 H -1.75 -1.41 0.13  N74 1.020
86 C -0.47 7.07 -1.48  C87 1.505, H89 1.100, H90 1.075, H91 1.070
87 C -1.01 5.67 -1.59  C86 1.505, O88 1.423, H92 1.088, H93 1.079
88 O -2.42 5.82 -1.59  C87 1.423, H94 0.972
89 H -0.94 7.72 -2.23  C86 1.100
90 H 0.57 7.02 -1.74  C86 1.075
91 H -0.59 7.50 -0.51  C86 1.070
92 H -0.63 5.02 -0.81  C87 1.088
93 H -0.73 5.18 -2.52  C87 1.079
94 H -2.84 5.46 -0.79  O88 0.972
95 C 4.03 2.29 -5.44  C96 1.554, H98 1.111, H99 1.116, H100 1.096
96 C 2.82 3.25 -5.63  C95 1.554, O97 1.418, H101 1.089, H102 1.115
97 O 1.87 3.13 -4.58  C96 1.418, H103 1.002
98 H 3.68 1.24 -5.38  C95 1.111
99 H 4.57 2.52 -4.49  C95 1.116
100 H 4.66 2.45 -6.33  C95 1.096
101 H 2.35 2.94 -6.56  C96 1.089
102 H 3.26 4.26 -5.79  C96 1.115
103 H 2.29 3.46 -3.73  O97 1.002
104 C -1.30 -1.56 -4.08  C105 1.532, H107 1.099, H108 1.117, H109 1.110
105 C 0.15 -1.09 -4.17  C104 1.532, O106 1.443, H110 1.068, H111 1.143
106 O 0.51 0.02 -3.32  C105 1.443, H112 0.975
107 H -2.05 -0.76 -4.19  C104 1.099
108 H -1.50 -1.98 -3.06  C104 1.117
109 H -1.59 -2.33 -4.82  C104 1.110
110 H 0.28 -0.85 -5.20  C105 1.068
111 H 0.89 -1.92 -3.90  C105 1.143
112 H 0.43 0.84 -3.85  O106 0.975
113 C 0.55 2.33 0.37  C114 1.537, H116 1.114, H117 1.094, H118 1.056
114 C 0.48 0.84 -0.02  C113 1.537, O115 1.463, H119 1.127, H120 1.075
115 O -0.80 0.69 -0.71  C114 1.463, H121 0.966
116 H 1.58 2.67 0.62  C113 1.114
117 H -0.11 2.60 1.20  C113 1.094
118 H 0.16 2.88 -0.44  C113 1.056
119 H 0.50 0.08 0.81  C114 1.127
120 H 1.33 0.61 -0.64  C114 1.075
121 H -0.49 0.40 -1.58  O115 0.966

Here are the Mulliken charges for atoms 1 to 99, given in e: -0.786 -0.202 -1.151 2.000 -1.189 -0.830 0.076 0.359 0.407 0.396 0.279 -0.486 0.507 -0.030 0.002 0.310 0.243 -0.867 -0.121 -0.943 0.299 -0.461 -0.664 0.244 0.298 0.384 0.493 0.177 0.374 -0.090 -0.088 0.404 0.267 0.284 -0.641 -0.484 0.156 0.335 -1.043 -0.740 -0.034 0.639 0.265 0.334 -0.322 0.293 0.388 -0.084 0.399 0.310 0.170 -0.666 -0.385 0.043 0.128 -1.117 -0.555 0.126 0.298 0.382 0.583 -0.317 0.409 0.249 0.080 0.411 0.299 0.199 -0.899 -0.192 -0.805 0.303 -1.459 -0.129 0.319 0.324 0.339 0.105 0.565 0.336 0.521 0.247 0.347 0.271 -0.180 -1.087 0.518 -0.580 0.303 0.322 0.283 -0.271 0.238 0.321 -0.851 -0.401 -0.405 0.156 0.251

[2]
Entry from the Open Molecules 2025 dataset: a cluster of 12 separate species, C28H80B4F16N8O8 in total at a distorted geometry (ωB97M-V/def2-TZVPD).

The calculation puts the calculated total energy at -104813.0868 eV. As for the total charge: +3. The expectation value of S² is 0.753. As for the spin multiplicity: 2. For the LUMO energy (alpha / beta), the calculation gives -6.091 / -6.091 eV. The calculation puts the highest occupied orbital energy (alpha / beta) at -9.4 / -14.0 eV.

Bonds (Å) are listed after each position.
Element x y z (Å)
1 C 2.00 -1.14 -4.33  C2 1.485, H8 1.090, H9 1.090, H10 1.090
2 C 3.42 -0.70 -4.43  C1 1.485, O3 1.233, N4 1.500
3 O 4.35 -1.01 -3.68  C2 1.233
4 N 3.70 0.12 -5.66  C2 1.500, H5 1.010, H6 1.010, C7 1.578
5 H 4.54 -0.18 -6.11  N4 1.010
6 H 3.07 -0.11 -6.42  N4 1.010
7 C 3.55 1.65 -5.27  N4 1.578, H11 1.090, H12 1.090, H13 1.090
8 H 1.69 -1.66 -5.23  C1 1.090
9 H 1.36 -0.28 -4.13  C1 1.090
10 H 1.83 -1.94 -3.60  C1 1.090
11 H 3.70 2.35 -6.10  C7 1.090
12 H 4.26 1.94 -4.50  C7 1.090
13 H 2.49 1.67 -5.02  C7 1.090
14 C -0.83 0.95 0.94  C15 1.534, H21 1.090, H22 1.090, H23 1.090
15 C -1.03 -0.48 0.43  C14 1.534, O16 1.257, N17 1.529
16 O -1.84 -1.24 1.03  C15 1.257
17 N -0.01 -1.07 -0.55  C15 1.529, H18 1.010, H19 1.010, C20 1.562
18 H -0.50 -1.66 -1.20  N17 1.010
19 H 0.27 -0.28 -1.12  N17 1.010
20 C 1.16 -1.88 0.09  N17 1.562, H24 1.090, H25 1.090, H26 1.090
21 H -1.59 1.19 1.68  C14 1.090
22 H -1.03 1.66 0.13  C14 1.090
23 H 0.12 1.10 1.45  C14 1.090
24 H 0.71 -2.64 0.72  C20 1.090
25 H 1.83 -1.16 0.56  C20 1.090
26 H 1.68 -2.35 -0.75  C20 1.090
27 C -3.71 -3.24 1.99  C28 1.518, H34 1.090, H35 1.090, H36 1.090
28 C -3.00 -3.02 3.32  C27 1.518, O29 1.221, N30 1.571
29 O -3.40 -2.15 4.08  C28 1.221
30 N -1.79 -3.97 3.67  C28 1.571, H31 1.010, H32 1.010, C33 1.544
31 H -1.80 -4.67 2.95  N30 1.010
32 H -0.87 -3.64 3.43  N30 1.010
33 C -1.84 -4.46 5.14  N30 1.544, H37 1.090, H38 1.090, H39 1.090
34 H -4.41 -4.08 2.03  C27 1.090
35 H -2.99 -3.37 1.19  C27 1.090
36 H -4.39 -2.40 1.87  C27 1.090
37 H -1.24 -5.37 5.18  C33 1.090
38 H -2.90 -4.65 5.29  C33 1.090
39 H -1.59 -3.61 5.78  C33 1.090
40 C 4.86 -1.60 0.07  C41 1.571, H47 1.090, H48 1.090, H49 1.090
41 C 6.24 -1.84 -0.65  C40 1.571, O42 1.247, N43 1.543
42 O 6.68 -2.93 -1.04  C41 1.247
43 N 7.13 -0.59 -0.72  C41 1.543, H44 1.010, H45 1.010, C46 1.585
44 H 7.23 -0.15 0.19  N43 1.010
45 H 8.08 -0.88 -0.92  N43 1.010
46 C 6.60 0.47 -1.77  N43 1.585, H50 1.090, H51 1.090, H52 1.090
47 H 5.05 -1.48 1.14  C40 1.090
48 H 4.21 -2.47 0.05  C40 1.090
49 H 4.26 -0.80 -0.38  C40 1.090
50 H 7.32 1.26 -1.98  C46 1.090
51 H 5.67 0.89 -1.40  C46 1.090
52 H 6.45 -0.06 -2.71  C46 1.090
53 C 3.83 1.89 4.67  C54 1.556, H62 1.090, H63 1.090, H64 1.090
54 C 3.46 2.99 3.63  C53 1.556, C55 1.505, N58 1.575, H65 1.090
55 C 1.97 3.23 3.60  C54 1.505, O56 1.387, H66 1.090, H67 1.090
56 O 1.68 4.42 2.95  C55 1.387, C57 1.392
57 C 0.73 4.44 1.93  O56 1.392, H68 1.090, H69 1.090, H70 1.090
58 N 4.19 4.34 3.97  C54 1.575, H59 1.010, H60 1.010, H61 1.010
59 H 4.55 4.99 3.29  N58 1.010
60 H 3.58 4.88 4.56  N58 1.010
61 H 5.04 4.05 4.45  N58 1.010
62 H 3.61 2.16 5.71  C53 1.090
63 H 4.86 1.54 4.64  C53 1.090
64 H 3.27 1.00 4.40  C53 1.090
65 H 3.81 2.68 2.65  C54 1.090
66 H 1.65 3.28 4.64  C55 1.090
67 H 1.51 2.42 3.04  C55 1.090
68 H 0.41 5.45 1.66  C57 1.090
69 H -0.23 4.02 2.23  C57 1.090
70 H 1.05 3.88 1.05  C57 1.090
71 C -4.25 0.38 -1.81  C72 1.556, H80 1.090, H81 1.090, H82 1.090
72 C -5.44 0.33 -0.81  C71 1.556, C73 1.517, N76 1.495, H83 1.090
73 C -5.50 1.53 0.11  C72 1.517, O74 1.453, H84 1.090, H85 1.090
74 O -6.79 1.72 0.76  C73 1.453, C75 1.410
75 C -6.91 2.90 1.52  O74 1.410, H86 1.090, H87 1.090, H88 1.090
76 N -6.76 0.26 -1.51  C72 1.495, H77 1.010, H78 1.010, H79 1.010
77 H -6.92 -0.44 -2.22  N76 1.010
78 H -7.48 0.20 -0.80  N76 1.010
79 H -6.99 1.16 -1.91  N76 1.010
80 H -3.31 0.14 -1.31  C71 1.090
81 H -4.08 1.32 -2.32  C71 1.090
82 H -4.41 -0.32 -2.63  C71 1.090
83 H -5.38 -0.65 -0.34  C72 1.090
84 H -5.21 2.42 -0.45  C73 1.090
85 H -4.73 1.36 0.87  C73 1.090
86 H -6.56 3.73 0.90  C75 1.090
87 H -6.42 2.84 2.49  C75 1.090
88 H -7.96 2.97 1.81  C75 1.090
89 C -1.80 3.76 -2.78  C90 1.527, H98 1.090, H99 1.090, H100 1.090
90 C -3.08 4.44 -2.29  C89 1.527, C91 1.544, N94 1.493, H101 1.090
91 C -3.00 5.04 -0.87  C90 1.544, O92 1.502, H102 1.090, H103 1.090
92 O -4.33 5.14 -0.17  C91 1.502, C93 1.416
93 C -4.27 5.90 1.02  O92 1.416, H104 1.090, H105 1.090, H106 1.090
94 N -3.52 5.50 -3.25  C90 1.493, H95 1.010, H96 1.010, H97 1.010
95 H -4.20 6.15 -2.90  N94 1.010
96 H -2.75 6.07 -3.55  N94 1.010
97 H -3.86 5.09 -4.11  N94 1.010
98 H -1.52 3.02 -2.02  C89 1.090
99 H -0.92 4.37 -2.95  C89 1.090
100 H -2.05 3.24 -3.70  C89 1.090
101 H -3.91 3.74 -2.33  C90 1.090
102 H -2.56 6.03 -0.94  C91 1.090
103 H -2.35 4.47 -0.21  C91 1.090
104 H -5.02 5.61 1.77  C93 1.090
105 H -4.37 6.99 0.94  C93 1.090
106 H -3.29 5.73 1.46  C93 1.090
107 C 1.05 -7.55 0.16  C108 1.493, H116 1.090, H117 1.090, H118 1.090
108 C 1.27 -6.16 -0.34  C107 1.493, C109 1.541, N112 1.548, H119 1.090
109 C 2.59 -5.86 -1.08  C108 1.541, O110 1.407, H120 1.090, H121 1.090
110 O 2.56 -4.63 -1.76  C109 1.407, C111 1.437
111 C 3.76 -4.47 -2.53  O110 1.437, H122 1.090, H123 1.090, H124 1.090
112 N 0.01 -5.69 -1.11  C108 1.548, H113 1.010, H114 1.010, H115 1.010
113 H -0.01 -4.71 -1.33  N112 1.010
114 H -0.25 -6.17 -1.95  N112 1.010
115 H -0.72 -5.69 -0.40  N112 1.010
116 H 1.73 -7.89 0.94  C107 1.090
117 H 1.15 -8.19 -0.72  C107 1.090
118 H 0.04 -7.74 0.51  C107 1.090
119 H 1.21 -5.47 0.50  C108 1.090
120 H 2.74 -6.74 -1.71  C109 1.090
121 H 3.39 -5.89 -0.34  C109 1.090
122 H 4.57 -4.55 -1.79  C111 1.090
123 H 3.91 -3.49 -2.97  C111 1.090
124 H 3.92 -5.14 -3.37  C111 1.090
125 B 1.85 1.89 -1.47  F126 1.399, F127 1.345, F128 1.398, F129 1.403
126 F 1.74 1.57 -0.11  B125 1.399
127 F 3.11 1.80 -1.93  B125 1.345
128 F 1.05 0.94 -2.13  B125 1.398
129 F 1.31 3.18 -1.58  B125 1.403
130 B 1.51 -2.15 3.38  F131 1.372, F132 1.336, F133 1.366, F134 1.349
131 F 0.69 -3.20 3.06  B130 1.372
132 F 1.77 -2.18 4.69  B130 1.336
133 F 2.65 -2.21 2.64  B130 1.366
134 F 0.91 -0.98 3.05  B130 1.349
135 B -3.06 2.68 3.91  F136 1.379, F137 1.379, F138 1.352, F139 1.333
136 F -3.39 3.89 3.35  B135 1.379
137 F -1.68 2.67 4.01  B135 1.379
138 F -3.57 2.73 5.16  B135 1.352
139 F -3.47 1.63 3.20  B135 1.333
140 B -1.26 -2.80 -2.68  F141 1.286, F142 1.342, F143 1.356, F144 1.338
141 F -1.67 -3.15 -1.51  B140 1.286
142 F 0.08 -2.94 -2.61  B140 1.342
143 F -1.77 -3.64 -3.61  B140 1.356
144 F -1.58 -1.51 -2.80  B140 1.338

Here are the Mulliken charges for atoms 1 to 99, given in e: 0.073 -0.112 -0.706 -0.133 0.358 0.392 -0.661 0.516 0.007 -0.579 0.403 0.197 0.262 1.160 -0.086 -0.416 2.047 -0.714 -0.097 -0.021 0.212 -0.590 -0.391 -0.240 0.291 0.076 -0.727 0.680 -0.426 0.101 0.411 0.245 -0.817 0.437 0.021 0.185 0.396 0.386 0.329 -0.450 0.350 -0.495 -0.106 0.376 0.409 -0.730 0.612 -0.076 0.104 0.397 0.282 0.297 -1.363 0.292 -0.084 -0.432 -0.552 -0.206 0.319 0.351 0.371 0.443 0.437 0.281 0.195 0.376 -0.262 0.339 0.142 0.321 -0.815 0.496 -0.101 -0.483 -0.514 -0.225 0.339 0.367 0.328 -0.137 0.081 0.497 0.050 0.138 0.246 0.185 0.237 0.310 -1.151 0.502 -0.755 -0.386 -0.660 -0.117 0.335 0.374 0.367 -0.236 0.536